DFT (ωB97M-V with the def2-TZVPD basis set) results for 9 unconnected molecules or ions with the total composition C26H57N13O2P2 in a non-equilibrium geometry.

Properties
Multiplicity   2
M   645.8 u
E_LUMO (alpha / beta)   -2.49 / -7.27 eV
Total energy   -2569.5606 Eh
Orbital gap (alpha / beta)   0.263 / 0.087 hartree
E_HOMO (alpha / beta)   -9.65 / -9.65 eV
Charge   +1

Each atom is followed by the atoms it is bonded to, with distances in Å.
Geometry (Å):
1 O 1.08478 4.77962 -1.71330  P2 1.498
2 P -0.36655 4.41990 -1.61922  O1 1.498, N3 1.731, N6 1.739, N9 1.760
3 N -0.93673 4.23520 0.00432  P2 1.731, C4 1.424, C5 1.476
4 C -0.03939 4.24522 1.11056  N3 1.424, H12 1.090, H13 1.090, H14 1.090
5 C -2.20240 3.54380 0.32048  N3 1.476, H15 1.090, H16 1.090, H17 1.090
6 N -0.80576 2.98974 -2.50610  P2 1.739, C7 1.501, C8 1.457
7 C -1.11039 3.04231 -3.97476  N6 1.501, H18 1.090, H19 1.090, H20 1.090
8 C -0.17665 1.75308 -2.06047  N6 1.457, H21 1.090, H22 1.090, H23 1.090
9 N -1.37039 5.73843 -2.21284  P2 1.760, C10 1.509, C11 1.478
10 C -0.90073 7.16766 -2.09196  N9 1.509, H24 1.090, H25 1.090, H26 1.090
11 C -2.84300 5.63152 -2.27409  N9 1.478, H27 1.090, H28 1.090, H29 1.090
12 H 0.84588 4.80367 0.80634  C4 1.090
13 H 0.29186 3.24035 1.37249  C4 1.090
14 H -0.52350 4.61220 2.01558  C4 1.090
15 H -2.36432 3.35743 1.38215  C5 1.090
16 H -2.20045 2.56155 -0.15204  C5 1.090
17 H -3.02798 4.12426 -0.09135  C5 1.090
18 H -1.25847 2.04717 -4.39413  C7 1.090
19 H -2.06922 3.51396 -4.18992  C7 1.090
20 H -0.26104 3.42921 -4.53780  C7 1.090
21 H -0.79713 0.85796 -2.10373  C8 1.090
22 H 0.64620 1.63553 -2.76559  C8 1.090
23 H 0.04687 1.84461 -0.99757  C8 1.090
24 H -1.00076 7.54146 -1.07296  C10 1.090
25 H 0.07695 7.31034 -2.55227  C10 1.090
26 H -1.52893 7.84603 -2.66925  C10 1.090
27 H -3.02198 4.57704 -2.48418  C11 1.090
28 H -3.19363 6.28411 -3.07364  C11 1.090
29 H -3.25869 5.93786 -1.31416  C11 1.090
30 O 4.88759 -5.14505 2.72527  P31 1.496
31 P 5.19740 -3.93444 1.90288  O30 1.496, N32 1.772, N35 1.676, N38 1.680
32 N 5.97379 -4.27079 0.34644  P31 1.772, C33 1.453, C34 1.462
33 C 5.46336 -5.24414 -0.60373  N32 1.453, H41 1.090, H42 1.090, H43 1.090
34 C 6.88458 -3.31255 -0.27755  N32 1.462, H44 1.090, H45 1.090, H46 1.090
35 N 6.34115 -2.98457 2.67717  P31 1.676, C36 1.502, C37 1.458
36 C 7.75513 -3.42524 2.92887  N35 1.502, H47 1.090, H48 1.090, H49 1.090
37 C 5.83241 -1.90820 3.51836  N35 1.458, H50 1.090, H51 1.090, H52 1.090
38 N 3.93148 -2.98427 1.33999  P31 1.680, C39 1.456, C40 1.476
39 C 2.52954 -3.19656 1.67050  N38 1.456, H53 1.090, H54 1.090, H55 1.090
40 C 4.20584 -1.85044 0.43593  N38 1.476, H56 1.090, H57 1.090, H58 1.090
41 H 6.07025 -6.14850 -0.55984  C33 1.090
42 H 5.35663 -4.95352 -1.64884  C33 1.090
43 H 4.49605 -5.62048 -0.27088  C33 1.090
44 H 7.19658 -2.56031 0.44694  C34 1.090
45 H 6.36833 -2.88295 -1.13606  C34 1.090
46 H 7.82326 -3.75632 -0.60931  C34 1.090
47 H 8.30854 -3.99833 2.18495  C36 1.090
48 H 8.44596 -2.62524 3.19503  C36 1.090
49 H 7.64288 -4.03321 3.82657  C36 1.090
50 H 5.88992 -0.91280 3.07794  C37 1.090
51 H 4.77396 -2.06684 3.72481  C37 1.090
52 H 6.41315 -1.86371 4.43970  C37 1.090
53 H 2.52220 -3.87299 2.52519  C39 1.090
54 H 1.94616 -2.28102 1.76820  C39 1.090
55 H 1.96487 -3.69347 0.88163  C39 1.090
56 H 3.35112 -1.17420 0.45142  C40 1.090
57 H 4.41704 -2.26435 -0.55006  C40 1.090
58 H 5.02196 -1.28447 0.88509  C40 1.090
59 C 1.50514 0.13570 4.45038  C60 1.454, H62 1.090, H63 1.090, H64 1.090
60 C 1.27258 1.55956 4.26721  C59 1.454, N61 1.144
61 N 1.02326 2.67635 4.25795  C60 1.144
62 H 0.76337 -0.41671 3.87356  C59 1.090
63 H 1.57665 -0.13510 5.50378  C59 1.090
64 H 2.51993 -0.04267 4.09472  C59 1.090
65 C 0.51984 -3.85116 -1.24427  C66 1.484, H68 1.090, H69 1.090, H70 1.090
66 C 0.07717 -2.66629 -2.02108  C65 1.484, N67 1.110
67 N -0.33660 -1.76116 -2.51187  C66 1.110
68 H -0.10567 -4.70342 -1.50977  C65 1.090
69 H 0.26262 -3.61819 -0.21099  C65 1.090
70 H 1.55898 -4.11186 -1.44506  C65 1.090
71 C -6.23352 1.60777 -2.85682  C72 1.478, H74 1.090, H75 1.090, H76 1.090
72 C -5.30001 1.07215 -1.84361  C71 1.478, N73 1.136
73 N -4.56549 0.64820 -1.08800  C72 1.136
74 H -6.38338 0.88723 -3.66084  C71 1.090
75 H -5.82698 2.56626 -3.17948  C71 1.090
76 H -7.25724 1.69822 -2.49361  C71 1.090
77 C -1.96852 -0.61223 0.10003  C78 1.456, H80 1.090, H81 1.090, H82 1.090
78 C -0.60665 -0.35700 0.54713  C77 1.456, N79 1.142
79 N 0.43475 -0.13485 0.96061  C78 1.142
80 H -2.23448 -1.65002 -0.10090  C77 1.090
81 H -2.10018 -0.10261 -0.85446  C77 1.090
82 H -2.65460 -0.26638 0.87320  C77 1.090
83 C -5.61850 -1.98382 0.82945  C84 1.467, H86 1.090, H87 1.090, H88 1.090
84 C -4.76242 -3.14365 0.55867  C83 1.467, N85 1.157
85 N -4.06809 -4.04723 0.35614  C84 1.157
86 H -6.18414 -2.20514 1.73453  C83 1.090
87 H -6.24904 -1.89017 -0.05471  C83 1.090
88 H -5.02371 -1.08742 1.00493  C83 1.090
89 C -5.09841 2.40394 2.17764  C90 1.424, H92 1.090, H93 1.090, H94 1.090
90 C -6.12837 1.46467 1.88899  C89 1.424, N91 1.144
91 N -6.97232 0.72671 1.66128  C90 1.144
92 H -5.13512 3.25196 1.49382  C89 1.090
93 H -4.20148 1.78957 2.09909  C89 1.090
94 H -5.24514 2.72489 3.20893  C89 1.090
95 C -3.83745 -2.40970 -2.71169  C96 1.481, H98 1.090, H99 1.090, H100 1.090
96 C -5.29222 -2.68247 -2.77120  C95 1.481, N97 1.165
97 N -6.43647 -2.90189 -2.77064  C96 1.165
98 H -3.41411 -3.38027 -2.97031  C95 1.090
99 H -3.53246 -2.21719 -1.68309  C95 1.090
100 H -3.48710 -1.65637 -3.41727  C95 1.090

These are the Löwdin partial charges, in e, on atoms 1 to 99: number 1, O, carries -0.3120; number 2, P, carries 0.6446; number 3, N, carries -0.2996; number 4, C, carries -0.1499; number 5, C, carries -0.1078; number 6, N, carries -0.3043; number 7, C, carries -0.0925; number 8, C, carries -0.1363; number 9, N, carries -0.3008; number 10, C, carries -0.0978; number 11, C, carries -0.1336; number 12, H, carries 0.0777; number 13, H, carries 0.0549; number 14, H, carries 0.0819; number 15, H, carries 0.0720; number 16, H, carries 0.0524; number 17, H, carries 0.0546; number 18, H, carries 0.0746; number 19, H, carries 0.0621; number 20, H, carries 0.0831; number 21, H, carries 0.0340; number 22, H, carries 0.0903; number 23, H, carries 0.0562; number 24, H, carries 0.0762; number 25, H, carries 0.0748; number 26, H, carries 0.0688; number 27, H, carries 0.0500; number 28, H, carries 0.0804; number 29, H, carries 0.0705; number 30, O, carries -0.2395; number 31, P, carries 0.6013; number 32, N, carries -0.1362; number 33, C, carries -0.0487; number 34, C, carries -0.0651; number 35, N, carries -0.3076; number 36, C, carries -0.0602; number 37, C, carries -0.0939; number 38, N, carries -0.2423; number 39, C, carries -0.0582; number 40, C, carries -0.0428; number 41, H, carries 0.1191; number 42, H, carries 0.1082; number 43, H, carries 0.0963; number 44, H, carries 0.0832; number 45, H, carries 0.1004; number 46, H, carries 0.1182; number 47, H, carries 0.0819; number 48, H, carries 0.0933; number 49, H, carries 0.0938; number 50, H, carries 0.0835; number 51, H, carries 0.0788; number 52, H, carries 0.0981; number 53, H, carries 0.0935; number 54, H, carries 0.0719; number 55, H, carries 0.0544; number 56, H, carries 0.0935; number 57, H, carries 0.0791; number 58, H, carries 0.0830; number 59, C, carries -0.0794; number 60, C, carries -0.2862; number 61, N, carries 0.1470; number 62, H, carries 0.0640; number 63, H, carries 0.0869; number 64, H, carries 0.0625; number 65, C, carries -0.0462; number 66, C, carries -0.2574; number 67, N, carries 0.1798; number 68, H, carries 0.0910; number 69, H, carries 0.0663; number 70, H, carries 0.0735; number 71, C, carries -0.0370; number 72, C, carries -0.2288; number 73, N, carries 0.1773; number 74, H, carries 0.0851; number 75, H, carries 0.0819; number 76, H, carries 0.0891; number 77, C, carries -0.0935; number 78, C, carries -0.2758; number 79, N, carries 0.1564; number 80, H, carries 0.0550; number 81, H, carries 0.0358; number 82, H, carries 0.0714; number 83, C, carries -0.0857; number 84, C, carries -0.2955; number 85, N, carries 0.1279; number 86, H, carries 0.0865; number 87, H, carries 0.0694; number 88, H, carries 0.0327; number 89, C, carries -0.0680; number 90, C, carries -0.3120; number 91, N, carries 0.1576; number 92, H, carries 0.0896; number 93, H, carries 0.0726; number 94, H, carries 0.0959; number 95, C, carries -0.0847; number 96, C, carries -0.2780; number 97, N, carries 0.1327; number 98, H, carries 0.0794; number 99, H, carries 0.0201